No. 1
{"formula": "C3H6ClNO2", "method": "the ωB97M-V functional and the def2-TZVPD basis", "multiplicity": 3, "species": ["C", "C", "C", "N", "O", "O", "Cl", "H", "H", "H", "H", "H", "H"], "positions_angstrom": [[-0.32899, -0.31953, -0.39966], [-1.35287, -1.46793, -0.60539], [1.67846, 2.38553, -0.09728], [-0.56733, 0.89690, -0.07483], [0.91588, -0.63450, -0.81002], [2.48364, 1.61043, -0.49646], [-2.26707, 1.25696, 0.37123], [-1.75778, -1.83268, 0.34989], [-0.95309, -2.37558, -1.00604], [-2.08518, -1.05058, -1.14508], [1.60269, 2.57798, 0.99084], [0.93193, 2.81630, -0.75918], [1.39695, 0.17908, -0.62881]], "forces_ev_per_angstrom": [[-1.37, -1.69, -0.95], [2.97, -0.28, 3.30], [-4.23, 5.93, 3.12], [-1.08, -0.28, 0.42], [-1.09, 0.11, 0.68], [5.27, -5.18, -2.70], [1.19, -0.53, -0.33], [-0.06, 0.67, -0.03], [0.66, -0.05, -0.81], [-2.97, 1.10, -2.13], [-0.21, -0.08, -0.35], [-0.25, 0.06, -0.01], [1.16, 0.22, -0.21]]}

=====

No. 2
{"formula": "C14H18Cl3F4MoN2O9P2", "method": "the ωB97M-V functional and the def2-TZVPD basis", "total_charge": 1, "multiplicity": 3, "species": ["Mo", "C", "N", "C", "C", "C", "N", "C", "C", "F", "C", "F", "C", "C", "F", "C", "F", "H", "H", "H", "H", "H", "H", "H", "H", "H", "H", "H", "C", "C", "O", "P", "O", "O", "O", "P", "O", "O", "O", "H", "H", "H", "H", "H", "H", "H", "Cl", "C", "Cl", "Cl", "C", "O", "O"], "positions_angstrom": [[0.30234, -0.55377, 0.10433], [-1.09981, -3.28331, 0.45402], [-0.59974, -2.38024, -0.61579], [0.33387, -3.13338, -1.49722], [-1.73391, -1.86231, -1.43089], [-2.49655, -0.83481, -0.60987], [-1.56760, -0.14210, 0.31763], [-2.15653, 0.73963, 1.26123], [-1.34038, 1.42073, 2.15791], [-0.01721, 1.21384, 2.08783], [-1.81877, 2.30038, 3.10239], [-0.94205, 2.89314, 3.91248], [-3.16518, 2.56828, 3.20410], [-3.99768, 1.92158, 2.31754], [-5.31020, 2.13887, 2.35545], [-3.52217, 1.03183, 1.36908], [-4.43754, 0.48271, 0.55880], [-1.67328, -4.09105, -0.00297], [-0.25993, -3.70478, 0.99834], [-1.72396, -2.73427, 1.15171], [-0.19750, -3.96060, -1.97160], [0.72054, -2.46654, -2.26595], [1.15848, -3.52059, -0.90762], [-1.31646, -1.41632, -2.32643], [-2.39373, -2.68231, -1.71899], [-2.95086, -0.10537, -1.28021], [-3.29136, -1.30866, -0.04285], [-3.55701, 3.25362, 3.94277], [2.57356, 2.36636, -3.39486], [1.92398, 2.28487, -2.02358], [2.08653, 3.52060, -1.33391], [2.73435, 1.09783, -0.91013], [4.17430, 1.63605, -0.57569], [3.06415, -0.26217, -1.63779], [1.86934, 0.90055, 0.32541], [0.15686, 1.72870, -2.14635], [-0.45293, 2.45054, -0.82967], [-0.58982, 2.07346, -3.35303], [0.30567, 0.21251, -1.77862], [3.63392, 2.60549, -3.31079], [2.07609, 3.14763, -3.96570], [2.45767, 1.42447, -3.93197], [1.35485, 3.62585, -0.70857], [4.21195, 2.53909, -0.22818], [3.98807, -0.54148, -1.57209], [-1.15812, 3.05768, -1.09700], [1.55815, -3.97206, 3.40365], [2.42470, -2.47655, 2.99220], [4.06234, -2.84833, 2.48790], [2.43730, -1.36772, 4.35582], [1.62322, -1.83513, 1.84912], [0.48068, -1.34561, 2.09053], [2.05738, -1.80683, 0.66804]], "forces_ev_per_angstrom": [[-0.22, 0.28, 0.54], [0.05, 0.05, -0.08], [0.12, -0.19, -0.31], [-0.10, 0.04, 0.00], [0.00, 0.07, 0.19], [0.14, 0.00, 0.03], [-0.23, 0.16, 0.15], [-0.07, -0.25, -0.16], [0.20, -0.04, 0.00], [0.02, 0.14, -0.01], [0.12, 0.10, 0.10], [-0.05, -0.01, -0.02], [-0.08, 0.00, 0.00], [-0.06, 0.02, 0.04], [0.02, 0.01, 0.01], [-0.08, -0.09, -0.10], [-0.01, 0.03, 0.03], [-0.01, -0.03, -0.01], [0.04, -0.01, 0.01], [-0.04, 0.04, 0.02], [-0.02, 0.00, 0.00], [-0.01, 0.03, 0.00], [0.02, -0.01, 0.05], [0.04, 0.03, -0.05], [0.02, -0.06, -0.02], [-0.07, 0.02, 0.00], [-0.02, -0.06, 0.06], [0.03, -0.02, -0.02], [-0.02, -0.04, 0.02], [-0.07, -0.19, -0.05], [0.01, 0.03, -0.04], [0.17, 0.04, 0.26], [-0.08, 0.09, 0.09], [0.02, 0.12, -0.08], [0.15, -0.22, -0.53], [0.03, -0.11, 0.00], [0.00, -0.03, -0.04], [0.19, -0.04, -0.05], [-0.03, 0.20, 0.03], [-0.01, 0.00, 0.03], [-0.02, 0.01, -0.01], [0.02, 0.01, 0.01], [-0.01, 0.00, 0.00], [-0.02, 0.03, -0.01], [0.01, -0.05, 0.02], [-0.04, -0.01, 0.03], [0.00, 0.00, -0.01], [-0.06, 0.02, -0.07], [0.01, 0.00, -0.04], [-0.02, 0.02, 0.04], [-0.16, -0.03, -0.09], [0.36, -0.08, -0.06], [-0.20, -0.05, 0.12]]}

=====

No. 3
{"formula": "C26H21NO4", "method": "the ωB97M-V functional and the def2-TZVPD basis", "species": ["C", "C", "C", "N", "O", "O", "C", "C", "C", "O", "H", "H", "H", "H", "C", "C", "C", "C", "C", "C", "C", "C", "C", "C", "O", "C", "C", "C", "C", "C", "C", "C", "C", "C", "C", "H", "H", "H", "H", "H", "H", "H", "H", "H", "H", "H", "H", "H", "H", "H", "H", "H"], "positions_angstrom": [[2.38606, -0.97726, 2.87557], [3.71882, -1.02052, 3.23727], [4.46802, 0.15665, 3.32621], [5.91655, 0.06543, 3.33633], [6.57110, 1.13293, 3.32572], [6.40545, -1.09601, 3.30445], [3.82878, 1.39134, 3.24593], [2.48986, 1.47785, 2.87694], [1.71392, 0.28155, 2.71027], [0.41579, 0.25512, 2.49587], [1.76766, -1.86435, 2.70872], [4.21985, -1.96844, 3.39795], [4.47136, 2.24091, 3.47375], [1.98613, 2.44317, 2.82235], [-5.96518, 2.19365, 3.10849], [-4.62386, 1.83720, 2.55948], [-3.50119, 2.62068, 2.85996], [-2.23856, 2.22709, 2.44096], [-2.02240, 1.11194, 1.59851], [-0.61274, 0.94122, 1.13557], [-0.26674, 0.08933, -0.04926], [-1.00112, -1.00057, -0.53652], [-0.51410, -1.73283, -1.63752], [0.81069, -1.55292, -2.05750], [1.37560, -2.27142, -3.10135], [0.91248, -2.13932, -4.40441], [1.82804, -1.63800, -5.33821], [1.37553, -1.29497, -6.61089], [0.04473, -1.53573, -6.96160], [-0.83245, -2.12492, -6.04965], [-0.39523, -2.46071, -4.76429], [1.58225, -0.51095, -1.50343], [1.00680, 0.33578, -0.57821], [-3.21716, 0.49642, 1.10514], [-4.47717, 0.82624, 1.60134], [-6.72462, 1.49042, 2.76334], [-5.93718, 2.17714, 4.20397], [-6.29241, 3.20384, 2.82482], [-3.63823, 3.51129, 3.46313], [-1.36220, 2.78339, 2.77891], [-0.10742, 1.91765, 1.14069], [-1.83881, -1.41202, 0.01616], [-1.13686, -2.47509, -2.11507], [2.86102, -1.47968, -5.03246], [2.06992, -0.84798, -7.32290], [-0.31784, -1.25105, -7.95292], [-1.86501, -2.34056, -6.32287], [-1.04240, -2.95776, -4.04832], [2.60688, -0.38274, -1.83065], [1.64356, 1.08444, -0.11142], [-3.18471, -0.25701, 0.33015], [-5.36132, 0.30013, 1.26151]], "forces_ev_per_angstrom": [[-0.66, 0.91, 0.05], [0.08, -0.27, -0.43], [-0.90, -0.30, -0.15], [1.42, -0.42, 0.21], [-0.99, -2.27, 0.08], [-0.58, 2.76, 0.14], [0.48, 0.09, -0.31], [-0.45, -0.72, 0.48], [1.44, 0.20, -0.35], [-2.26, 0.17, -0.76], [0.41, 0.21, 0.26], [-0.05, 0.09, -0.19], [-0.45, 0.13, -0.37], [0.17, -0.21, 0.00], [-0.36, 0.12, 0.29], [0.37, 0.49, -0.95], [-0.03, -0.69, 0.17], [0.24, -0.25, 0.02], [-1.06, 0.66, 0.16], [0.95, -0.50, 0.25], [0.21, 0.09, 0.79], [0.82, -0.26, -0.16], [0.62, 0.15, 0.57], [-0.67, 1.13, -0.78], [0.13, -0.50, 0.49], [-0.01, 0.42, -0.02], [-0.44, 0.16, 0.14], [-0.04, -0.38, 0.15], [-0.18, 0.15, -0.08], [0.24, -0.18, 0.13], [0.31, 0.27, -0.20], [-0.46, -0.51, -0.35], [0.53, -0.54, 0.25], [0.82, -0.12, 0.35], [0.63, 0.33, 0.58], [0.01, 0.05, 0.11], [-0.09, -0.07, -0.15], [0.21, -0.21, -0.04], [0.16, -0.09, 0.09], [-0.25, -0.04, -0.10], [-0.13, -0.58, -0.23], [-0.06, 0.35, -0.41], [0.10, -0.16, 0.30], [-0.28, 0.06, -0.03], [-0.23, -0.15, 0.14], [0.14, -0.13, 0.34], [0.28, 0.07, -0.04], [0.03, 0.19, -0.25], [-0.09, 0.02, -0.03], [-0.25, 0.14, -0.20], [0.03, 0.17, 0.16], [0.12, -0.06, -0.09]]}

=====

Record order is preserved below.
Energy above the lowest of the compared OMol25 structures with the same formula, charge and spin: 51.96; 12.84; 126.27 kcal/mol